Record 1
Formula: C24H22HgN5O4Se
Source: the Open Molecules 2025 dataset
Level of theory: wB97M-V/def2-TZVPD

The geometry in XYZ format:
```
57
Properties=species:S:1:pos:R:3:forces:R:3:mulliken_charge:R:1
Hg 0.6015 0.1817 1.1398 0.03 -0.04 0.12 1.52
C 0.0429 -4.4384 2.4941 0.00 -0.04 0.00 -0.63
O 0.5533 -5.0427 1.3144 0.00 0.01 0.03 -0.54
C 0.0745 -4.5087 0.1279 -0.04 -0.04 0.01 0.29
C -0.5125 -5.3815 -0.7524 0.01 0.00 0.00 -0.35
C -0.9534 -4.9510 -2.0102 0.00 0.02 0.00 -0.69
C -0.7794 -3.6222 -2.3338 0.01 -0.01 0.01 -0.92
C -0.1939 -2.6944 -1.4597 0.00 0.00 -0.02 0.85
C -0.0289 -1.3518 -2.0059 0.01 0.01 -0.03 -0.71
N 0.3646 -0.2850 -1.4230 -0.02 -0.12 0.00 0.46
N 0.4824 0.7989 -2.2905 0.05 0.02 0.06 -0.76
C 0.4615 1.9484 -1.6629 -0.09 0.07 -0.11 0.08
O 0.2652 2.1951 -0.4350 -0.01 0.11 -0.05 -0.88
C 0.6986 3.1423 -2.5649 0.03 -0.01 0.03 0.36
C 0.9644 3.0153 -3.9277 0.00 0.00 0.00 -0.18
C 1.1925 4.1376 -4.7095 0.00 0.00 0.00 -0.60
C 1.1601 5.4081 -4.1435 0.00 0.00 0.00 -0.28
C 0.8961 5.5419 -2.7874 0.00 0.00 0.00 -0.75
C 0.6667 4.4162 -2.0056 0.01 0.01 0.01 -0.35
C 0.2681 -3.1077 -0.1624 -0.01 0.01 0.01 0.48
O 0.8372 -2.3484 0.6792 0.00 0.01 -0.03 -0.86
H 0.3394 -5.0838 3.3238 0.00 0.00 -0.01 0.30
H -1.0509 -4.3798 2.4577 0.02 0.00 -0.01 0.23
H 0.4489 -3.4367 2.6269 0.02 -0.04 -0.01 0.19
H -0.6142 -6.4173 -0.4440 0.00 0.00 0.00 0.37
H -1.4187 -5.6414 -2.7030 0.00 0.00 0.00 0.34
H -1.1020 -3.2619 -3.3067 0.00 0.00 0.00 0.26
H -0.2735 -1.2633 -3.0711 0.00 0.00 -0.01 0.17
H 0.9851 2.0185 -4.3472 0.00 0.00 0.00 0.45
H 1.3974 4.0236 -5.7685 0.00 0.00 0.00 0.35
H 1.3376 6.2849 -4.7565 0.00 0.00 0.00 0.35
H 0.8646 6.5279 -2.3365 0.00 0.00 0.00 0.36
H 0.4568 4.4895 -0.9458 0.00 0.00 0.00 0.45
N 3.3014 4.1244 1.5123 0.12 -0.04 0.05 -0.37
C 3.0711 2.8672 2.0148 -0.12 0.05 -0.04 0.65
O 2.8347 2.7077 3.1971 0.11 -0.02 0.01 -0.68
C 3.1613 1.7731 0.9748 -0.01 -0.01 -0.03 -0.08
C 2.6779 0.4030 1.4310 -0.02 -0.04 -0.03 -1.34
H 3.3500 4.8924 2.1563 -0.05 0.02 -0.01 0.23
H 3.5352 4.2628 0.5467 -0.10 0.01 -0.02 0.21
H 4.2129 1.7569 0.6510 0.02 -0.03 0.06 0.36
H 2.5787 2.1140 0.1136 0.08 0.01 -0.03 -0.20
H 2.9813 0.2026 2.4572 0.00 0.04 0.01 0.54
H 3.1078 -0.3675 0.7897 0.00 -0.02 0.03 0.35
Se -2.4867 1.5896 0.3986 0.02 -0.02 0.04 0.18
N -1.5426 0.2740 1.2432 -0.03 0.02 0.01 -0.59
C -2.4093 -0.4550 1.9748 0.02 -0.01 -0.01 0.75
C -2.0663 -1.5667 2.7597 0.03 0.02 0.00 -0.57
C -3.0477 -2.2341 3.4721 0.00 0.02 -0.01 -0.58
C -4.3836 -1.8138 3.4169 0.00 0.00 0.00 -0.37
C -4.7503 -0.7264 2.6454 0.00 0.00 0.00 -0.69
C -3.7803 -0.0197 1.9018 -0.02 0.00 0.00 0.56
N -4.0448 1.0441 1.1234 -0.01 -0.01 -0.01 -1.02
H -1.0333 -1.8953 2.7699 -0.07 0.04 0.00 0.23
H -2.7795 -3.0980 4.0698 0.00 0.00 0.00 0.35
H -5.1387 -2.3525 3.9795 0.00 0.00 0.00 0.33
H -5.7813 -0.3969 2.5901 0.00 0.00 0.00 0.38
```
Positions in Å, forces in eV/Å.

For the HOMO energy (alpha / beta), the calculation gives -0.21 / -1.31 eV. The molecular weight is 724.02 g mol⁻¹. As for the charge: -2. The total energy is -110406.5432 eV. Its spin multiplicity is 2.

***

Record 2
Formula: C25H33F18N2O18S2
Source: the Open Molecules 2025 dataset
Level of theory: wB97M-V/def2-TZVPD

The geometry in XYZ format:
```
98
Properties=species:S:1:pos:R:3:forces:R:3:mulliken_charge:R:1
O -1.5058 3.3447 2.8798 0.29 1.60 -1.03 -0.23
N -1.3593 3.7137 1.7559 -0.42 -0.98 2.59 0.06
O -1.7103 2.6442 0.9398 1.17 -0.98 -1.14 -0.14
C -0.4391 2.0514 0.5079 0.19 0.78 -0.68 -0.13
S -0.7835 0.2553 0.1675 -3.43 -3.65 -2.78 0.97
O -0.2183 -0.1040 -1.1886 0.45 1.17 3.41 -0.56
O -2.2832 0.1357 0.0359 3.00 0.74 1.37 -0.74
N -0.3309 -0.8004 1.4132 2.17 2.82 -1.86 -0.26
S 1.3370 -0.7377 1.7336 0.09 -3.30 4.64 0.84
O 1.6482 -0.0205 3.0294 -0.87 0.07 -3.40 -0.66
O 1.8070 -2.1609 1.9315 -0.98 2.77 -1.68 -0.65
H 0.3618 2.1607 1.3118 -1.01 -0.24 -1.04 0.42
H -0.1552 2.5417 -0.4841 -0.31 -0.99 1.71 -0.09
H 2.0685 -0.1705 0.6805 -0.81 -0.23 0.55 0.09
C -0.5572 0.8210 6.0546 0.03 -0.14 0.30 -0.87
C -1.0074 2.2660 6.1246 0.46 -0.39 -0.83 -0.11
O -1.8268 2.4993 7.2863 -0.13 0.43 1.25 -0.34
C -1.1717 2.6547 8.4490 0.75 -0.35 -1.85 0.38
O 0.0234 2.6067 8.5674 -0.68 0.20 0.62 -0.52
C -2.1553 2.9373 9.5826 -1.12 0.12 1.36 0.86
F -3.2132 2.0988 9.5706 0.51 0.16 -0.27 -0.25
F -2.6587 4.1893 9.5090 0.37 -0.30 -0.28 -0.25
F -1.5926 2.8218 10.8001 0.14 -0.01 -0.72 -0.25
H -1.4173 0.1475 6.0910 0.03 0.08 -0.16 0.28
H -0.0015 0.6367 5.1324 -0.06 0.02 0.01 0.26
H 0.0831 0.5628 6.9006 0.04 0.11 -0.11 0.33
H -1.6240 2.4957 5.2542 -0.18 0.08 0.35 0.22
H -0.1570 2.9528 6.1086 -0.11 -0.05 0.26 0.29
C 2.8327 0.5505 -5.9399 -0.08 -0.23 0.46 -1.35
C 2.4830 2.0277 -5.9469 0.97 -4.10 -0.27 -0.17
O 1.6876 2.3356 -4.7727 -0.08 -1.85 2.04 -0.23
C 2.3674 2.4837 -3.6241 0.66 -0.60 -1.62 0.09
O 3.5616 2.3788 -3.5243 -0.61 0.29 0.48 -0.57
C 1.4168 2.8342 -2.4818 -1.43 -0.07 1.29 1.28
F 0.3234 2.0450 -2.4680 0.90 0.56 -0.70 -0.24
F 0.9693 4.1073 -2.5663 0.38 -0.29 -0.25 -0.28
F 1.9925 2.7155 -1.2695 0.33 -0.02 -0.77 -0.23
H 1.9280 -0.0579 -5.8602 0.05 0.04 -0.14 0.33
H 3.3652 0.2753 -6.8526 -0.06 0.07 0.02 0.42
H 3.4620 0.2963 -5.0840 0.03 0.03 -0.12 0.35
H 1.8780 2.2469 -6.8240 -0.10 -0.60 0.26 0.36
H 3.3782 2.6431 -6.0059 0.28 -0.93 0.28 0.31
C 0.9229 -5.2622 3.7613 0.09 0.39 0.10 -1.06
C -0.0232 -5.7170 4.8562 0.01 -0.36 -0.81 -0.13
O 0.2906 -5.0741 6.1033 -0.14 0.68 0.80 -0.32
C -0.1616 -3.8137 6.2450 -0.34 -0.99 -1.56 0.39
O -0.7945 -3.2246 5.4132 0.25 0.14 0.91 -0.49
C 0.2118 -3.2606 7.6186 0.63 0.83 1.45 0.82
F 1.5026 -3.4970 7.9361 -0.41 -0.10 -0.40 -0.27
F -0.5289 -3.8100 8.6078 -0.01 -0.09 -0.56 -0.28
F 0.0339 -1.9319 7.7010 -0.10 -0.61 -0.41 -0.18
H 1.9615 -5.4233 4.0616 -0.09 -0.13 -0.02 0.37
H 0.7325 -5.8088 2.8357 -0.03 0.02 0.08 0.36
H 0.8132 -4.1943 3.5591 -0.06 -0.10 -0.11 0.22
H 0.0946 -6.7909 5.0181 0.05 0.17 0.36 0.29
H -1.0675 -5.5445 4.5849 0.15 0.21 0.17 0.27
C -5.2301 -1.8328 3.1463 -0.06 -0.44 0.15 -1.23
C -4.3697 -1.7778 1.8987 -0.38 0.85 0.20 -0.03
O -3.4831 -2.9063 1.8398 0.12 -1.31 -0.39 -0.22
C -4.0188 -4.0605 1.4129 -0.77 2.00 0.25 0.31
O -5.1701 -4.2008 1.0904 0.66 -0.62 0.01 -0.56
C -2.9510 -5.1497 1.3588 1.35 -1.19 -0.04 0.88
F -2.1933 -5.1857 2.4755 -0.49 0.24 -0.26 -0.20
F -2.1017 -4.9660 0.3265 -0.50 0.22 0.23 -0.24
F -3.4680 -6.3854 1.2111 -0.24 0.65 0.05 -0.28
H -4.6050 -1.9168 4.0390 0.02 0.15 -0.08 0.28
H -5.8471 -0.9359 3.2286 0.09 -0.02 -0.05 0.39
H -5.8888 -2.7045 3.1363 -0.04 0.10 -0.07 0.34
H -3.7404 -0.8861 1.9269 0.24 -0.36 -0.16 0.19
H -4.9756 -1.7151 0.9913 0.12 -0.24 0.07 0.34
C 0.3003 -3.8262 -2.5005 0.08 0.27 -0.19 -0.97
C 0.6791 -4.9877 -3.3999 -0.16 -0.05 0.96 -0.30
O 0.6756 -4.5884 -4.7828 0.60 0.32 -1.02 -0.32
C 1.7600 -3.9134 -5.2029 -0.34 -0.69 1.81 0.41
O 2.6969 -3.6338 -4.5052 -0.17 0.11 -0.92 -0.51
C 1.6468 -3.5882 -6.6912 -0.24 0.58 -1.68 0.88
F 0.4373 -3.0890 -7.0222 0.34 -0.21 0.46 -0.25
F 1.8298 -4.6828 -7.4625 0.03 0.10 0.57 -0.28
F 2.5551 -2.6800 -7.0917 -0.19 -0.41 0.56 -0.24
H -0.6588 -3.4015 -2.8066 0.01 -0.13 0.10 0.30
H 0.2282 -4.1506 -1.4608 0.00 0.01 -0.08 0.35
H 1.0364 -3.0220 -2.5594 -0.01 -0.12 0.10 0.33
H -0.0628 -5.7830 -3.3012 0.03 0.10 -0.38 0.30
H 1.6473 -5.4141 -3.1239 0.02 0.20 -0.22 0.31
C 2.0401 8.7332 -8.0046 -0.29 0.01 0.22 -1.12
C 2.7591 7.4140 -8.2082 0.09 0.55 -0.48 -0.19
O 2.5710 6.5492 -7.0773 -0.45 -0.75 0.41 -0.27
C 1.3938 5.8962 -7.0236 0.43 1.05 -1.26 -0.04
O 0.5232 6.0020 -7.8444 0.19 -0.43 0.70 -0.52
C 1.3439 4.9829 -5.8012 -0.39 -0.80 1.79 1.32
F 1.7654 5.5998 -4.6782 0.02 0.14 -0.76 -0.28
F 2.1355 3.8859 -5.9586 -1.04 8.15 -1.76 -0.26
F 0.1070 4.5290 -5.5425 0.48 0.48 -0.66 -0.27
H 2.3552 9.2004 -7.0682 0.11 -0.02 -0.12 0.30
H 2.2482 9.4172 -8.8296 0.04 -0.07 0.04 0.38
H 0.9595 8.5898 -7.9402 0.09 -0.03 -0.12 0.32
H 3.8331 7.5926 -8.2916 -0.07 -0.24 0.28 0.31
H 2.4423 6.9188 -9.1299 -0.14 -0.07 0.23 0.32
```
Positions in Å, forces in eV/Å.

For the HOMO energy, the calculation gives -6.39 eV. The molecular weight is 1055.63 g mol⁻¹. As for the charge: -1. The total energy is -136876.4399 eV.